Formula: C16H11Cl2O4
Source: the OMol25 dataset
Level of theory: the ωB97M-V functional and the def2-TZVPD basis

## Properties
- charge = -1
- E_HOMO (eV) = -3.05
- max |F| (eV Å⁻¹) = 6.799
- multiplicity = 1
- frontier orbital gap (eV) = 5.76
- SMILES = CC(=O)[C@H](C(=O)c1ccccc1)[C@@H]1C(=O)C(Cl)=CC([O-])=C1Cl

Last column: natural (NBO) charge in e.
Geometry (Å):
C -1.8034 -0.9987 2.8621  -0.73
C -1.2968 -1.3334 1.4662  0.63
O -1.4920 -2.4203 0.9824  -0.54
C -0.5529 -0.2292 0.6970  -0.42
C -1.2726 0.1747 -0.5905  0.60
O -2.1196 -0.4944 -1.2034  -0.53
C -0.8999 1.5716 -1.1426  -0.15
C -0.5764 2.6708 -0.3318  -0.19
C -0.1395 3.8697 -0.9258  -0.25
C -0.0791 3.9877 -2.3034  -0.15
C -0.4652 2.9066 -3.1224  -0.24
C -0.8806 1.7227 -2.5537  -0.15
C 0.8792 -0.7944 0.2666  -0.33
C 1.0766 -1.7446 -0.8897  0.57
O 1.0681 -1.2963 -2.0602  -0.56
C 1.6205 -3.1218 -0.6077  -0.16
Cl 1.6160 -4.2462 -1.8744  0.02
C 2.1016 -3.4417 0.6029  -0.17
C 2.1736 -2.4820 1.6886  0.39
O 2.6497 -2.7709 2.7709  -0.69
C 1.5516 -1.1493 1.4088  -0.33
Cl 1.6277 -0.0254 2.7135  -0.06
H -1.6101 0.0055 3.2213  0.21
H -2.8721 -1.1960 2.9361  0.23
H -1.3195 -1.7034 3.5358  0.25
H -0.3717 0.6516 1.3605  0.25
H -0.6960 2.6051 0.7559  0.22
H 0.1142 4.7020 -0.2717  0.21
H 0.2191 4.9337 -2.7594  0.20
H -0.4675 3.0032 -4.1932  0.21
H -1.1986 0.8729 -3.1562  0.24
H 0.9719 0.2580 -0.0760  0.23
H 2.4440 -4.4880 0.7933  0.22